This record from the OMol25 dataset describes a 2-piece molecular cluster, C6H11NO2 overall. The level of theory is wB97M-V/def2-TZVPD.

```
! RIJCOSX wB97M-V def2-TZVPD def2/J DEFGRID3
* xyz 0 1
C -1.48290 -0.31561 -1.64805
C 1.25820 1.28185 0.03872
C 0.57498 -0.40278 1.68924
N 0.15977 0.47732 0.58837
C -0.33957 -0.82346 -0.93018
C -1.03817 1.24004 0.91172
C 0.56185 -1.78072 -1.15682
O -1.83866 -0.75514 -0.33700
O -1.26861 2.31206 0.42045
H -1.60076 0.81667 1.75057
H -1.89285 -0.94633 -2.43574
H -1.59659 0.75477 -1.82641
H 1.85106 0.63402 -0.60452
H 1.88879 1.69800 0.82595
H 0.65648 0.15401 2.62323
H -0.18376 -1.17603 1.80460
H 1.50346 -0.91480 1.44286
H 0.86895 2.07201 -0.59617
H 0.80222 -2.03830 -2.17774
H 1.11610 -2.28759 -0.38307
*
```

Properties
LUMO   0.72 eV
Energy relative to the best compared isomer or geometry (same formula, charge and spin)   507.8 kJ/mol
Gap between HOMO and LUMO   0.330 Ha

Atomic partial charges in e from the natural (NBO) method, atoms 1 to 6: atom 1 (C): -0.16, atom 2 (C): -0.43, atom 3 (C): -0.43, atom 4 (N): -0.43, atom 5 (C): 0.35, atom 6 (C): 0.58

---

This record from the OMol25 dataset describes the molecule C6H11NO2. The level of theory is wB97M-V/def2-TZVPD.

```
! RIJCOSX wB97M-V def2-TZVPD def2/J DEFGRID3
* xyz 0 1
C -0.51419 2.02740 -0.36013
C 1.42168 0.60019 0.06384
C 2.75042 -0.02629 0.20104
C 0.29801 -1.71124 -0.89619
C -0.63470 0.66795 -0.99800
C -0.01559 -0.56292 1.46922
N 0.22043 -0.29612 -0.18293
O 3.46493 -0.45779 1.01414
O 2.64336 0.30275 -1.03612
H 0.38590 2.17961 0.16047
H -1.36537 2.14837 0.29715
H -0.36734 -2.39506 -0.43491
H 0.22430 -1.61966 -2.00132
H 1.27940 -2.09622 -0.62244
H -0.78969 2.84648 -1.07058
H -0.21826 0.69623 -2.01594
H -1.60576 0.15695 -1.05071
H 0.62607 -1.29910 2.05686
H 0.28375 0.28650 2.19270
H -1.02108 -0.99801 1.58692
*
```

Properties
LUMO   0.45 eV
Energy relative to the best compared isomer or geometry (same formula, charge and spin)   705.1 kJ/mol
Gap between HOMO and LUMO   0.290 Ha

Atomic partial charges in e from the natural (NBO) method, atoms 1 to 6: atom 1 (C): -0.67, atom 2 (C): -0.09, atom 3 (C): 0.70, atom 4 (C): -0.41, atom 5 (C): -0.20, atom 6 (C): -0.44

---

Q: LUMO of number 2 (C6H11NO2)?
A: 0.45 eV

---

Q: What is the formula in the second record?
A: C6H11NO2

---

Q: Which value of gap between HOMO and LUMO does entry 2 give?
A: 0.290 Ha

---

Q: Which of these has the highest energy relative to the best compared isomer or geometry (same formula, charge and spin)?
A: number 2